Molecular formula: CH3NO3S
Method: DFT, ωB97M-V/def2-TZVPD

Structure (XYZ):
```
9
Properties=species:S:1:pos:R:3:forces:R:3
O 1.30304 1.38763 0.41712 0.5399 -0.3003 -0.2261
O -0.82206 -0.13334 -1.20582 -0.7725 2.0487 -1.2053
N 1.81559 0.54311 -0.30160 -0.7051 2.3399 -0.4535
S 1.86242 -0.98044 0.20021 0.9252 -1.9700 1.1235
H 1.54178 -0.80624 1.51896 -0.1624 -0.0733 -0.4392
H -2.33953 0.37875 0.21642 1.0028 -0.5241 -0.5665
O -0.90797 -0.87194 0.90365 0.0828 -0.8150 0.3041
H -1.06662 0.71096 -1.78599 0.2927 -2.6573 2.2574
C -1.38664 -0.22850 0.03705 -1.2035 1.9514 -0.7944
```
Positions in Å, forces in eV/Å.

maximum force = 0.0680 hartree/bohr
LUMO = 0.02 eV
SMILES = O=CO.O=NS
calculated total energy = -19550.1994 eV

Molecular formula: CH3NO4S
Method: DFT, ωB97M-V/def2-TZVPD

Structure (XYZ):
```
10
Properties=species:S:1:pos:R:3:forces:R:3
O -2.86487 1.59442 0.16707 -0.8557 0.2819 0.1825
C 1.31225 -0.63026 -0.63587 2.8022 0.4965 1.8265
H 2.44303 -0.90828 -0.34122 -2.4902 0.6513 -0.3854
H 1.05486 -1.26206 -1.44904 -1.0029 -0.9758 -0.1103
S 0.43437 -0.49869 0.97546 -1.1382 -0.6089 -1.9139
H 1.31544 0.37977 -1.00217 0.0811 0.6281 -0.1200
O -0.76795 1.93758 0.52434 0.3416 0.4474 0.3776
N -1.73216 1.23148 0.27027 0.4273 1.0002 -0.5537
O 0.29573 -1.83694 1.50366 -0.1019 0.3372 -0.0860
O -1.49071 -0.00704 -0.01250 1.9367 -2.2578 0.7827
```
Positions in Å, forces in eV/Å.

maximum force = 0.0658 hartree/bohr
LUMO (alpha / beta) = -2.08 / -2.08 eV
calculated total energy = -21594.8528 eV

Molecular formula: CH3NO7S2
Method: DFT, ωB97M-V/def2-TZVPD

Structure (XYZ):
```
14
Properties=species:S:1:pos:R:3:forces:R:3
O 2.06472 -1.30379 0.69877 -3.1352 -2.5219 0.6035
O -0.99993 0.10753 0.57802 0.2214 -0.8509 0.0596
C 1.99798 0.06044 0.51615 -0.1491 -1.3653 -4.4824
S -0.54685 -1.21409 -0.26629 0.8095 -2.3344 -1.1719
H 2.99851 0.32176 0.69971 1.6088 1.1622 -0.0173
O -0.59885 2.01961 -0.95959 -0.5439 -0.7276 1.0953
H 1.36241 0.53315 1.18389 -1.4536 1.1711 1.0952
N 0.49537 -1.96935 0.74770 1.6555 1.5617 -1.0495
O -2.30148 2.05549 0.82859 0.6754 -0.6485 -0.5577
H 1.68655 0.15950 -0.65319 0.6951 0.9913 2.8226
O -2.67218 0.76191 -1.22888 1.3936 0.0274 1.6564
S -1.66959 1.28547 -0.26281 -2.5630 3.6970 -2.2372
O -1.69603 -2.11520 -0.30302 0.7228 0.7774 0.4234
O -0.12063 -0.70242 -1.57904 0.0626 -0.9395 1.7598
```
Positions in Å, forces in eV/Å.

total charge = -2
maximum force = 0.0977 hartree/bohr
LUMO = 6.39 eV
calculated total energy = -38575.3506 eV

Molecular formula: CH3NOS
Method: DFT, ωB97M-V/def2-TZVPD

Structure (XYZ):
```
7
Properties=species:S:1:pos:R:3:forces:R:3
O 1.91113 -1.61950 1.52910 -0.1574 -0.1660 -0.3648
H -0.65035 0.61872 1.66252 0.1439 0.5814 -0.1741
S 1.45978 -0.27772 1.19086 0.8720 0.7533 0.9708
H 0.42016 0.55854 -1.01040 -0.2356 1.3601 -0.0434
H 0.12570 -1.24970 -0.47535 0.9306 3.2143 -0.2315
C 0.35911 -0.06983 -0.15987 -0.9416 -6.3617 -0.9317
N -0.22342 -0.13731 1.15190 -0.6120 0.6186 0.7747
```
Positions in Å, forces in eV/Å.

maximum force = 0.1264 hartree/bohr
LUMO = 0.77 eV
calculated total energy = -15455.7356 eV

Molecular formula: CH3NOS
Method: DFT, ωB97M-V/def2-TZVPD

Structure (XYZ):
```
7
Properties=species:S:1:pos:R:3:forces:R:3
O 0.75720 1.41344 -1.03291 0.8597 -0.6279 0.9352
H -0.97937 0.79469 0.70887 0.7530 0.0059 -0.7064
N 0.28602 -0.89247 0.49918 2.5205 -0.7495 -2.4988
H -1.32820 -0.62262 1.65737 -0.2340 -0.9775 0.7934
C -0.65256 -0.23467 0.93144 -2.0058 2.3018 0.6673
H 0.61355 -0.48461 -1.93974 0.6456 -0.9257 1.1059
S 1.30335 0.02625 -0.82422 -2.5388 0.9729 -0.2965
```
Positions in Å, forces in eV/Å.

maximum force = 0.0705 hartree/bohr
LUMO = 0.46 eV
calculated total energy = -15455.8588 eV

Molecular formula: CH3NOS
Method: DFT, ωB97M-V/def2-TZVPD

Structure (XYZ):
```
7
Properties=species:S:1:pos:R:3:forces:R:3
H 0.99753 1.17729 0.10385 -0.5834 -0.5906 -0.2298
S -2.03451 0.99401 0.07027 1.5748 -0.7623 0.2497
C 0.70478 0.11490 -0.00477 0.0293 0.0585 -0.5531
O -1.00280 -1.35974 -0.09075 -0.1917 1.4723 0.5530
N -0.80839 -0.13933 0.05383 -0.1749 -1.0836 -1.4014
H 1.06308 -0.44329 0.87273 0.1268 0.0832 -0.5660
H 1.08031 -0.34385 -1.00516 -0.7810 0.8225 1.9476
```
Positions in Å, forces in eV/Å.

maximum force = 0.0438 hartree/bohr
LUMO = -1.09 eV
SMILES = C[N+]([O-])=S
calculated total energy = -15455.5427 eV

ΔE to the lowest compared entry with this formula, charge and spin (kJ/mol)
300.6; 363.4; 8.2; 296.5; 284.7; 315.1